[1]
This record from OMol25 describes a molecular structure, CF3LaO2S in a non-equilibrium geometry. The level of theory is ωB97M-V with the def2-TZVPD basis set.

Properties
Spin multiplicity: 2
Maximum force: 3.856 eV/Å
Calculated total energy: -24968.6243 eV
Expectation value of S²: 0.758
Net charge: +1

Geometry as XYZ:
```
8
Properties=species:S:1:pos:R:3:mulliken_charge:R:1
O -1.96 2.63 2.11 -0.419
La -1.56 2.17 -0.08 1.996
S -1.64 -1.65 -0.06 0.087
O -0.77 -0.28 -0.11 -0.657
C -0.90 -2.51 1.35 0.607
F -0.64 -3.84 1.07 -0.210
F 0.29 -1.95 1.61 -0.207
F -1.66 -2.55 2.45 -0.197
```

***

[2]
This record from OMol25 describes 2 unconnected molecules or ions with the total composition CH8N4 in a non-equilibrium geometry. The level of theory is ωB97M-V with the def2-TZVPD basis set.

Properties
Energy relative to the best compared isomer or geometry (same formula, charge and spin): 260.6 kJ/mol
Spin multiplicity: 1
Maximum force: 3.379 eV/Å
Calculated total energy: -7102.5463 eV
Net charge: +2

Geometry as XYZ:
```
13
Properties=species:S:1:pos:R:3:mulliken_charge:R:1
C -0.20 0.00 -1.49 -0.013
N 0.27 -1.18 -0.82 -0.162
N 1.10 0.88 0.93 -0.646
N -0.41 -0.36 -0.08 0.509
N -1.36 -0.44 0.81 -0.212
H 0.53 0.77 -1.55 0.241
H -1.00 0.10 -2.21 0.338
H 0.69 -2.11 -0.78 0.350
H 1.45 0.62 1.84 0.324
H 0.57 1.76 0.99 0.361
H -2.12 0.17 0.72 0.294
H 1.97 1.09 0.43 0.333
H -1.49 -1.31 1.21 0.283
```

***

[3]
This record from OMol25 describes a molecular structure, C15H29N4O7Pd. The level of theory is ωB97M-V with the def2-TZVPD basis set.

Properties
Energy relative to the best compared isomer or geometry (same formula, charge and spin): 0.0 kJ/mol
Spin multiplicity: 5
Maximum force: 0.479 eV/Å
Calculated total energy: -39790.0390 eV
Expectation value of S²: 6.010
Net charge: +1

Geometry as XYZ:
```
56
Properties=species:S:1:pos:R:3:mulliken_charge:R:1
Pd 0.10 0.17 -0.70 0.709
O -0.10 -1.87 -4.38 -0.443
C -0.52 -1.24 -3.31 0.629
O -0.15 -0.13 -2.97 -0.523
C -1.58 -2.02 -2.57 -0.618
O -1.80 -1.41 -1.32 -0.374
C -2.11 -2.24 -0.24 -0.647
C 0.98 -3.30 -0.24 0.728
O 0.75 -4.37 0.09 -0.365
O 1.25 -2.21 -0.58 -0.363
H 0.53 -1.32 -4.86 0.402
H -2.49 -1.98 -3.17 0.385
H -1.29 -3.07 -2.47 0.436
H -3.37 -0.83 0.66 0.293
H -2.55 -3.20 -0.52 0.606
N 2.21 0.64 -0.74 -0.024
C 2.28 1.37 0.55 0.499
C 3.59 2.08 0.80 -0.875
C 3.89 3.09 -0.31 -0.385
C 2.97 4.31 -0.43 -1.139
N 1.53 4.10 -0.59 -0.077
C 0.90 3.46 -1.64 -0.143
N 1.76 2.90 -2.61 -0.413
N -0.17 2.52 -1.25 -0.157
C 1.71 0.45 1.62 0.498
O 2.32 0.12 2.61 -0.630
O 0.47 0.10 1.34 -0.691
H 2.88 -0.12 -0.80 0.280
H 2.28 1.26 -1.55 0.229
H 1.52 2.15 0.47 -0.071
H 4.41 1.35 0.86 0.345
H 3.54 2.57 1.77 0.294
H 3.95 2.59 -1.27 0.242
H 4.89 3.51 -0.14 0.414
H 3.34 4.93 -1.26 0.352
H 3.08 4.93 0.47 0.476
H 0.95 4.46 0.15 0.228
H 2.38 3.61 -3.00 0.217
H 1.23 2.49 -3.37 0.200
H -0.64 2.87 -0.42 0.235
H -0.87 2.53 -1.99 0.280
C -3.73 -3.52 1.87 -1.946
C -2.91 -2.27 2.22 2.043
C -3.76 -1.34 3.09 -1.879
C -1.66 -2.67 3.00 -1.624
C -2.52 -1.47 0.96 -0.395
H -4.11 -3.97 2.79 0.471
H -3.12 -4.27 1.37 0.379
H -4.58 -3.28 1.24 0.376
H -3.96 -1.81 4.06 0.463
H -4.72 -1.13 2.61 0.450
H -3.25 -0.40 3.27 0.348
H -1.93 -3.14 3.94 0.481
H -1.04 -1.80 3.22 0.373
H -1.05 -3.39 2.44 0.238
H -1.71 -0.78 1.24 0.183
```

***

[4]
This record from OMol25 describes a single C18H24N2O4S molecule in a non-equilibrium geometry. The level of theory is ωB97M-V with the def2-TZVPD basis set.

Properties
Energy relative to the best compared isomer or geometry (same formula, charge and spin): 218.4 kJ/mol
Spin multiplicity: 1
SMILES: CCCN(CCC)S(=O)(=O)c1ccc(C(=O)NCc2ccco2)cc1
Maximum force: 1.166 eV/Å
Calculated total energy: -41060.5269 eV
Net charge: 0

Geometry as XYZ:
```
49
Properties=species:S:1:pos:R:3:mulliken_charge:R:1
C 3.45 -2.93 2.34 -1.488
C 3.04 -1.54 1.89 0.468
H 2.09 -1.59 1.35 -0.041
H 2.88 -0.90 2.76 0.332
C 4.11 -0.92 0.98 -1.192
N 3.74 0.33 0.37 0.448
S 3.09 0.30 -1.14 1.334
O 3.09 1.63 -1.67 -0.705
O 3.76 -0.74 -1.88 -0.767
C 1.37 -0.19 -0.93 0.004
C 1.03 -1.53 -0.97 -0.681
C -0.28 -1.90 -0.76 -0.490
C -1.25 -0.94 -0.53 0.689
C -0.90 0.41 -0.49 -0.872
C 0.42 0.78 -0.69 -0.410
H 0.72 1.82 -0.69 0.583
H -1.64 1.17 -0.28 0.459
C -2.66 -1.40 -0.28 0.185
O -2.91 -2.40 0.34 -0.663
N -3.61 -0.61 -0.85 -0.163
H -3.34 0.21 -1.36 0.255
C -5.03 -0.86 -0.66 -0.985
C -5.66 0.22 0.15 0.485
C -5.74 0.42 1.50 -0.384
C -6.42 1.64 1.68 -0.438
C -6.71 2.10 0.43 -0.451
O -6.25 1.25 -0.50 -0.347
H -7.22 2.98 0.08 0.461
H -6.67 2.11 2.61 0.413
H -5.35 -0.23 2.26 0.510
H -5.52 -0.93 -1.63 0.336
H -5.10 -1.82 -0.14 0.384
H -0.57 -2.94 -0.78 0.458
H 1.80 -2.26 -1.18 0.520
C 3.48 1.49 1.21 -0.996
C 4.42 2.65 0.87 -0.374
C 5.88 2.27 1.10 -1.240
H 6.05 2.00 2.14 0.279
H 6.53 3.11 0.86 0.408
H 6.15 1.43 0.47 0.281
H 4.28 2.92 -0.17 0.286
H 4.15 3.50 1.49 0.440
H 2.44 1.81 1.07 0.290
H 3.62 1.20 2.25 0.524
H 4.33 -1.59 0.15 0.408
H 5.03 -0.78 1.55 0.356
H 2.69 -3.36 2.99 0.392
H 3.59 -3.59 1.49 0.345
H 4.39 -2.89 2.90 0.355
```

***

[5]
This record from OMol25 describes a molecular structure, C33H40I2N2OP2Sc. The level of theory is ωB97M-V with the def2-TZVPD basis set.

Properties
Energy relative to the best compared isomer or geometry (same formula, charge and spin): 0.0 kJ/mol
Spin multiplicity: 1
Maximum force: 0.834 eV/Å
Calculated total energy: -95376.9138 eV
Net charge: +1

Geometry as XYZ:
```
81
Properties=species:S:1:pos:R:3:mulliken_charge:R:1
Sc 0.77 0.06 -0.25 -0.862
C 2.66 -2.58 -2.09 -1.411
C 2.02 -1.91 -3.31 0.731
C 1.69 -2.95 -4.37 -1.555
P 0.63 -0.88 -2.72 0.669
C 0.33 0.52 -3.87 0.429
C -0.72 1.43 -3.24 -1.536
C -0.04 0.17 -5.31 -1.534
C -0.90 -1.84 -2.57 0.201
C -1.52 -2.47 -3.66 -0.525
C -2.75 -3.08 -3.53 -1.171
C -3.39 -3.05 -2.30 -0.837
C -2.79 -2.45 -1.21 -0.471
C -1.53 -1.86 -1.31 -0.304
N -0.91 -1.20 -0.23 0.734
C -1.30 -1.46 1.10 -0.278
C -1.50 -2.75 1.60 0.065
C -1.73 -2.95 2.95 -0.828
C -1.76 -1.88 3.84 -0.981
C -1.57 -0.60 3.35 -1.007
C -1.36 -0.37 1.99 0.251
P -1.02 1.27 1.28 2.096
C -2.59 1.80 0.48 1.065
C -2.45 3.20 -0.13 -1.515
C -3.85 1.66 1.34 -1.557
C -0.50 2.37 2.66 0.472
C 0.41 3.49 2.15 -1.259
C -1.61 2.95 3.53 -1.814
H 3.51 -3.20 -2.40 0.504
H 1.95 -3.24 -1.59 0.296
H 3.04 -1.85 -1.37 0.215
H 2.73 -1.18 -3.71 0.520
H 1.00 -3.70 -3.98 0.351
H 2.60 -3.47 -4.67 0.470
H 1.25 -2.52 -5.27 0.280
H 1.29 1.05 -3.86 0.681
H -1.69 0.93 -3.18 0.293
H -0.85 2.33 -3.84 0.600
H -0.46 1.77 -2.23 0.146
H -1.01 -0.33 -5.36 0.306
H 0.70 -0.45 -5.79 0.357
H -0.12 1.09 -5.89 0.457
H -1.02 -2.47 -4.62 0.467
H -3.21 -3.56 -4.38 0.462
H -4.37 -3.49 -2.19 0.429
H -3.32 -2.42 -0.26 0.497
H -1.44 -3.60 0.93 0.539
H -1.88 -3.96 3.32 0.445
H -1.94 -2.05 4.89 0.468
H -1.58 0.23 4.04 0.302
H -2.66 1.08 -0.34 0.070
H -2.42 3.97 0.64 0.294
H -3.31 3.41 -0.76 0.456
H -1.55 3.30 -0.73 0.323
H -3.89 2.43 2.12 0.278
H -3.92 0.68 1.81 0.338
H -4.73 1.79 0.71 0.461
H 0.11 1.69 3.27 0.494
H -0.17 4.24 1.60 0.289
H 1.20 3.13 1.49 0.128
H 0.88 3.99 3.00 0.481
H -2.19 3.68 2.96 0.341
H -1.17 3.48 4.38 0.462
H -2.30 2.21 3.92 0.364
I 4.35 3.74 -0.64 0.075
C 4.06 2.35 0.86 -0.009
C 4.84 2.44 2.04 -0.287
C 4.68 1.56 3.07 -0.248
I 5.87 1.75 4.76 0.126
C 3.69 0.53 2.98 0.754
C 3.43 -0.44 3.97 -0.699
C 2.46 -1.38 3.77 -1.255
C 1.73 -1.37 2.58 -0.360
N 1.95 -0.49 1.63 0.504
C 2.92 0.46 1.80 0.246
C 3.11 1.38 0.73 -0.217
O 2.32 1.23 -0.34 -0.535
H 5.58 3.22 2.11 0.378
H 4.00 -0.42 4.89 0.228
H 2.24 -2.13 4.52 0.474
H 0.94 -2.10 2.40 0.697
```

***

[6]
This record from OMol25 describes 2 unconnected molecules or ions with the total composition H4NS. The level of theory is ωB97M-V with the def2-TZVPD basis set.

Properties
Energy relative to the best compared isomer or geometry (same formula, charge and spin): 10.8 kJ/mol
Spin multiplicity: 1
Maximum force: 0.986 eV/Å
Calculated total energy: -12391.2651 eV
Net charge: -1

Geometry as XYZ:
```
6
Properties=species:S:1:pos:R:3:mulliken_charge:R:1
N -0.54 1.99 -0.90 -0.731
H -0.88 1.08 -1.21 0.264
H 0.00 1.74 -0.07 0.252
H -1.32 2.45 -0.42 0.186
S 0.30 -1.16 0.44 -0.900
H 1.35 -0.73 1.14 -0.072
```